Computed, not measured: 2 unconnected molecules or ions with the total composition C4H13N2O, with wB97M-V/def2-TZVPD.

As for the net charge: -1. The total energy comes out at -9385.889 eV. The calculation puts the LUMO energy at 0.153 Eh. As for the gap between HOMO and LUMO: 7.03 eV. The relative energy (zero: lowest compared OMol25 entry of this formula, charge and spin) comes out at 22.5 kcal per mole.

Positions of all 20 atoms, in Å:
C 1.192 0.278 1.687
N 0.903 -1.036 1.153
C 1.795 -1.435 0.064
N 1.520 -0.727 -1.152
H 0.664 0.419 2.628
H 2.270 0.442 1.854
H 0.806 1.020 0.988
H 0.923 -1.754 1.868
H 1.639 -2.520 -0.040
H 2.842 -1.287 0.376
H 0.666 -0.040 -1.084
H 2.306 -0.147 -1.413
C -1.597 0.384 -1.032
O -0.413 1.050 -0.973
C -2.799 1.285 -0.689
H -1.628 -0.491 -0.347
H -1.808 -0.029 -2.043
H -3.728 0.714 -0.551
H -2.958 2.002 -1.504
H -2.594 1.873 0.209

Forces on atoms 1 to 3 (eV/Å):
-0.16 0.07 -0.12
0.02 -0.37 0.06
-0.43 0.03 0.28


Computed, not measured: a molecular structure, C15H23CeClN2S in a non-equilibrium geometry, with wB97M-V/def2-TZVPD.

As for the net charge: +2. The total energy comes out at -55180.043 eV. The calculation puts the LUMO energy (alpha / beta) at -0.318 / -0.315 Eh. As for the gap between HOMO and LUMO (alpha / beta): 7.25 / 7.34 eV.

Positions of all 43 atoms, in Å:
C 0.248 0.696 -4.442
C 1.623 1.258 -4.824
C 0.022 -0.641 -5.158
C -0.847 1.691 -4.844
Cl 0.175 0.432 -2.589
H 0.055 -0.508 -6.250
H -0.949 -1.063 -4.883
H 0.789 -1.365 -4.869
H 1.678 1.427 -5.911
H 2.417 0.564 -4.536
H 1.810 2.204 -4.310
H -0.827 1.869 -5.930
H -0.710 2.644 -4.327
H -1.833 1.307 -4.567
C 1.924 -1.481 2.206
C 0.884 -2.088 1.434
C 1.059 -1.686 0.061
H 0.114 -2.748 1.808
C 2.225 -0.851 -0.004
C 2.753 -0.729 1.315
H 3.650 -0.209 1.635
H 2.146 -1.620 3.260
H 0.427 -1.990 -0.783
H 2.664 -0.429 -0.905
C -2.515 1.045 1.825
C -2.178 -0.112 2.578
C -1.853 -1.162 1.654
H -2.279 -0.194 3.659
C -1.987 -0.646 0.327
C -2.410 0.730 0.438
H -2.654 1.389 -0.401
H -2.845 1.988 2.260
H -1.585 -2.174 1.925
H -1.836 -1.196 -0.600
Ce 0.172 0.383 1.251
N -0.075 1.286 6.042
C 0.215 0.592 4.927
N -0.187 -0.692 4.914
S 0.990 1.458 3.642
H -0.293 0.804 6.910
H 0.272 2.244 6.102
H 0.063 -1.335 4.167
H -0.509 -1.093 5.793

Forces on atoms 1 to 3 (eV/Å):
0.07 0.43 -2.12
0.09 -0.06 0.72
-0.06 -0.24 0.77


Computed, not measured: 2 unconnected molecules or ions with the total composition C12H12BNO in a non-equilibrium geometry, with wB97M-V/def2-TZVPD.

As for the net charge: 0. The total energy comes out at -16847.938 eV. The calculation puts the LUMO energy at -0.013 Eh. As for the gap between HOMO and LUMO: 7.03 eV.

Positions of all 27 atoms, in Å:
B 0.055 0.603 0.004
C -4.068 -0.799 0.220
C 3.884 -1.474 0.098
C -3.024 -1.483 0.798
C -3.845 0.412 -0.503
C 2.944 -1.797 -0.791
C 3.510 -0.557 1.087
C -1.749 -1.117 0.481
C -2.566 0.951 -0.396
C 1.654 -1.135 -0.811
C 2.296 0.035 1.190
C -1.463 0.194 -0.043
C 1.365 -0.185 0.186
N 0.246 3.432 -0.879
O 0.900 2.521 -0.128
H -5.091 -1.147 0.278
H 4.898 -2.013 0.183
H -3.337 -2.379 1.393
H -4.586 1.111 -0.995
H 3.284 -2.578 -1.584
H 4.279 -0.407 1.841
H -0.840 -1.687 0.778
H -2.374 2.028 -0.779
H 0.950 -1.233 -1.628
H 1.976 0.587 1.999
H 0.687 3.823 -1.659
H 0.014 4.296 -0.340

Forces on atoms 1 to 3 (eV/Å):
0.57 2.66 -0.13
-0.98 2.10 -1.56
1.65 -0.04 1.98


Computed, not measured: 2 unconnected molecules or ions with the total composition C4H8N4 in a non-equilibrium geometry, with wB97M-V/def2-TZVPD.

As for the net charge: 0. The total energy comes out at -10230.249 eV. The calculation puts the LUMO energy at -0.004 Eh. As for the gap between HOMO and LUMO: 8.98 eV. The relative energy (zero: lowest compared OMol25 entry of this formula, charge and spin) comes out at 184.3 kcal per mole.

Positions of all 16 atoms, in Å:
C -2.937 -0.745 -0.155
C -0.415 1.242 -0.202
C 0.630 0.815 0.927
C 1.949 -0.871 -0.154
H -4.261 0.006 -0.210
H -3.068 -1.843 0.108
H 0.260 1.796 -0.948
H 1.589 1.576 0.598
H 0.126 1.097 1.890
H 0.618 -1.213 0.992
H 1.986 -1.873 -0.631
H 2.657 0.799 -0.703
N -1.613 -0.639 -0.044
N -1.645 0.846 -0.445
N 1.272 -0.518 0.937
N 2.662 -0.117 -0.960

Forces on atoms 1 to 3 (eV/Å):
-0.22 -3.77 2.23
1.08 -0.70 -1.41
1.80 1.91 -1.53


Computed, not measured: 2 unconnected molecules or ions with the total composition C7H11IN3O in a non-equilibrium geometry, with wB97M-V/def2-TZVPD.

As for the net charge: +1. The total energy comes out at -22046.036 eV. The calculation puts the LUMO energy at -0.198 Eh. As for the gap between HOMO and LUMO: 7.72 eV. The relative energy (zero: lowest compared OMol25 entry of this formula, charge and spin) comes out at 20.8 kcal per mole.

Positions of all 23 atoms, in Å:
C 0.449 1.679 -1.249
C 1.543 1.245 -1.931
C 0.242 0.763 -0.257
C -0.227 -0.225 1.818
C 1.119 -2.653 -0.387
C -1.687 1.651 0.923
C 1.328 -1.343 0.368
N 2.015 0.044 -1.450
N 1.216 -0.178 -0.426
N -0.560 0.893 0.859
O 0.185 -1.396 1.223
I -3.977 0.000 -0.439
H -0.017 2.676 -1.248
H 1.930 1.911 -2.670
H -1.194 -0.578 2.187
H 0.315 0.249 2.615
H 1.300 -3.558 0.235
H 1.698 -2.807 -1.304
H 0.099 -2.499 -0.643
H -2.337 1.608 1.769
H -1.679 2.381 0.137
H 2.328 -1.345 1.002
H -4.090 1.484 -1.132

Forces on atoms 1 to 3 (eV/Å):
-1.21 1.63 1.03
0.82 -0.91 -0.19
0.89 0.93 -0.94


Computed, not measured: 3 unconnected molecules or ions with the total composition C4H13NO2 in a non-equilibrium geometry, with wB97M-V/def2-TZVPD.

As for the net charge: 0. The total energy comes out at -9942.741 eV. The calculation puts the LUMO energy at 0.023 Eh. As for the gap between HOMO and LUMO: 9.45 eV. The relative energy (zero: lowest compared OMol25 entry of this formula, charge and spin) comes out at 33.6 kcal per mole.

Positions of all 20 atoms, in Å:
C 0.725 0.314 -2.851
C 0.397 0.489 -1.580
C -0.234 -0.529 -0.701
C 0.729 -0.940 0.440
N 0.216 -2.152 1.038
H 0.597 -0.628 -3.373
H 1.292 1.074 -3.377
H 0.734 1.415 -1.112
H -0.484 -1.391 -1.299
H -1.147 -0.202 -0.199
H 1.756 -1.073 0.149
H 0.692 -0.082 1.114
H -0.674 -2.140 1.506
H 0.838 -2.725 1.585
O -4.315 -0.702 2.178
H -4.025 -1.198 2.917
H -3.472 -0.250 2.015
O 2.760 3.062 0.461
H 2.333 3.922 0.499
H 3.341 3.054 -0.304

Forces on atoms 1 to 3 (eV/Å):
0.50 -0.13 -0.05
0.19 0.55 0.07
0.79 -0.34 0.10


Please write out number 3 again, unchanged.
Computed, not measured: 2 unconnected molecules or ions with the total composition C12H12BNO in a non-equilibrium geometry, with wB97M-V/def2-TZVPD.

As for the net charge: 0. The total energy comes out at -16847.938 eV. The calculation puts the LUMO energy at -0.013 Eh. As for the gap between HOMO and LUMO: 7.03 eV.

Positions of all 27 atoms, in Å:
B 0.055 0.603 0.004
C -4.068 -0.799 0.220
C 3.884 -1.474 0.098
C -3.024 -1.483 0.798
C -3.845 0.412 -0.503
C 2.944 -1.797 -0.791
C 3.510 -0.557 1.087
C -1.749 -1.117 0.481
C -2.566 0.951 -0.396
C 1.654 -1.135 -0.811
C 2.296 0.035 1.190
C -1.463 0.194 -0.043
C 1.365 -0.185 0.186
N 0.246 3.432 -0.879
O 0.900 2.521 -0.128
H -5.091 -1.147 0.278
H 4.898 -2.013 0.183
H -3.337 -2.379 1.393
H -4.586 1.111 -0.995
H 3.284 -2.578 -1.584
H 4.279 -0.407 1.841
H -0.840 -1.687 0.778
H -2.374 2.028 -0.779
H 0.950 -1.233 -1.628
H 1.976 0.587 1.999
H 0.687 3.823 -1.659
H 0.014 4.296 -0.340

Forces on atoms 1 to 3 (eV/Å):
0.57 2.66 -0.13
-0.98 2.10 -1.56
1.65 -0.04 1.98